No. 1
Molecular formula: BrZr
Method: DFT, ωB97M-V with the def2-TZVPD basis set

```
2
BrZr | OMol25 | ωB97M-V with the def2-TZVPD basis set
Zr 0.975 -0.842 0.072
Br -0.975 0.842 -0.072
```

For the HOMO-LUMO gap (spin up / spin down), the calculation gives 6.2 / 7.4 eV. The molar mass is 171.13 g mol⁻¹. The expectation value of S² is 0.77. Its net charge is +2. Its spin multiplicity is 2. Its energy above the lowest of the compared OMol25 structures with the same formula, charge and spin is 0.0 kcal per mole.

***

No. 2
Molecular formula: C5H10I2N
Method: DFT, ωB97M-V with the def2-TZVPD basis set

```
18
C5H10I2N | OMol25 | ωB97M-V with the def2-TZVPD basis set
C 0.872 1.404 -0.746
C -0.054 0.269 1.038
C 1.535 1.834 0.587
C 0.125 -0.977 1.875
C -0.652 -0.293 -1.440
N 0.329 0.096 -0.388
I 1.175 3.824 1.304
I 3.410 0.890 1.085
H -0.032 2.101 -0.875
H 1.397 1.235 -1.768
H -0.888 0.927 1.212
H -0.848 -1.238 2.280
H 0.814 -0.767 2.790
H 0.427 -1.965 1.449
H -0.954 -1.307 -1.093
H -1.502 0.382 -1.682
H -0.208 -0.439 -2.355
H 1.088 -0.703 -0.349
```

For the HOMO-LUMO gap (spin up / spin down), the calculation gives 7.9 / 7.9 eV. The molar mass is 337.95 g mol⁻¹. Its net charge is +1. Its energy above the lowest of the compared OMol25 structures with the same formula, charge and spin is 41.6 kcal per mole.